[1]
Computed, not measured: a cluster of 2 separate species, C18H18F6N2O2 in total, with ωB97M-V/def2-TZVPD.

The largest force on an atom is 8.6 eV/Å. The calculation puts the HOMO-LUMO gap at 6.77 eV. The value obtained for the LUMO energy is -2.3 eV. Its structure (SMILES) is NCC1=C(N)C(=O)C(F)=C(CCCC(F)(F)C(F)(F)F)C1=O.c1ccccc1. Its spin multiplicity is 1.

Last column: Mulliken charge in e.
Positions of all 46 atoms, in Å:
N1 -4.68596 1.75445 0.25904  -0.580
C1 -3.41319 1.08632 0.81894  -0.482
C2 -2.17040 1.67989 -0.12767  -0.081
C3 -1.87782 3.14572 -0.22101  0.349
N2 -2.67388 4.19371 0.58344  -0.607
C4 -0.65810 3.62252 -1.22436  0.332
O1 -0.28283 4.92925 -1.29543  -0.564
C5 0.17181 2.59548 -2.24310  0.356
F1 1.16908 3.09660 -3.23360  -0.325
C6 -0.09647 1.13698 -2.12769  0.486
C7 0.56762 -0.06162 -3.02458  -0.710
C8 2.16958 0.08945 -3.32399  -0.628
C9 3.06580 0.66678 -2.08071  -0.746
C10 3.15195 -0.30898 -0.76684  0.901
F2 2.75519 0.50860 0.42250  -0.313
F3 2.32292 -1.53379 -0.83465  -0.269
C11 4.72257 -0.79292 -0.47702  0.492
F4 5.65774 0.39296 -0.43520  -0.245
F5 4.74686 -1.35609 0.90831  -0.236
F6 5.20764 -1.80250 -1.46651  -0.228
C12 -1.22896 0.65819 -0.99744  0.265
O2 -1.43663 -0.67177 -0.79256  -0.726
H1 -4.46654 1.94300 -0.75864  0.297
H2 -4.84020 2.67654 0.72566  0.285
H3 -3.58795 -0.07908 0.63974  0.183
H4 -3.26073 1.33551 1.95362  0.262
H5 -2.97831 3.75535 1.50476  0.302
H6 -1.91991 4.88024 0.88912  0.305
H7 0.02314 -0.04034 -4.08606  0.388
H8 0.37993 -1.15268 -2.60478  0.209
H9 2.30517 0.70500 -4.33814  0.343
H10 2.57574 -0.99989 -3.57231  0.336
H11 2.76855 1.73459 -1.70313  0.223
H12 4.18101 0.76719 -2.49357  0.404
C13 0.56033 -3.75437 3.22816  -0.420
C14 0.36841 -2.96257 2.09634  -0.480
C15 -0.88724 -2.41712 1.83062  0.003
C16 -1.95321 -2.66720 2.69514  -0.534
C17 -1.76357 -3.46666 3.82202  -0.390
C18 -0.50700 -4.00906 4.08982  -0.440
H13 1.54044 -4.17371 3.43852  0.374
H14 1.19837 -2.76971 1.42117  0.397
H15 -1.03559 -1.79728 0.95027  0.449
H16 -2.93094 -2.24028 2.48980  0.352
H17 -2.59562 -3.66658 4.49274  0.362
H18 -0.35882 -4.63012 4.96928  0.349



[2]
Computed, not measured: the ion C10H15N2 with charge +1, with ωB97M-V/def2-TZVPD.

The largest force on an atom is 4.0 eV/Å. The calculation puts the HOMO-LUMO gap at 9.08 eV. As for the relative energy (zero: lowest compared OMol25 entry of this formula, charge and spin): 98.2 kcal per mole. The value obtained for the LUMO energy is -3.4 eV. As for the total charge: +1. Its structure (SMILES) is Cc1cccc([C@@]2([NH3+])CN2C)c1. Its spin multiplicity is 1.

Last column: Mulliken charge in e.
Positions of all 27 atoms, in Å:
C1 3.70984 1.27340 -0.49727  -1.250
C2 2.59764 0.26166 -0.10097  0.403
C3 2.83099 -1.07284 0.02645  -0.440
C4 1.76881 -2.02136 0.27990  -0.593
C5 0.48798 -1.59253 0.45557  -0.624
C6 0.17043 -0.31203 0.12137  -0.406
C7 -1.24829 0.09905 0.00070  0.965
N1 -1.46615 1.43784 0.77597  -0.265
C8 -2.08522 -0.01731 -1.35713  -0.382
N2 -2.35382 -0.76410 -0.16638  -0.082
C9 -3.60914 -0.80722 0.60499  -0.801
C10 1.23100 0.69254 -0.08984  -0.649
H1 3.17021 2.21147 -0.89560  0.324
H2 4.30618 1.48024 0.42532  0.305
H3 4.29897 0.92738 -1.30682  0.378
H4 3.86583 -1.38508 0.05969  0.428
H5 1.94596 -3.10677 0.13500  0.341
H6 -0.34073 -2.22794 0.68602  0.464
H7 -0.41413 1.79174 0.84028  0.345
H8 -2.07906 1.25282 1.66396  0.400
H9 -2.12220 2.09570 0.27487  0.407
H10 -2.73121 0.97789 -1.61167  0.248
H11 -1.44929 -0.56529 -2.16922  0.299
H12 -3.43900 -1.57853 1.32880  0.258
H13 -3.83757 0.17784 1.12833  0.300
H14 -4.39405 -0.99434 -0.22257  0.335
H15 1.18604 1.76578 -0.38975  0.291



[3]
Computed, not measured: a structure of composition C14H23N2PSr, with ωB97M-V/def2-TZVPD.

The largest force on an atom is 3.7 eV/Å. The calculation puts the HOMO-LUMO gap at 4.90 eV. The value obtained for the LUMO energy is -1.2 eV. Its spin multiplicity is 1.

Last column: Mulliken charge in e.
Positions of all 41 atoms, in Å:
C1 0.54949 3.70269 -1.67379  -0.641
C2 -0.72918 3.25824 -1.36446  -0.642
C3 -0.87751 2.06874 -0.63102  -0.031
C4 0.22812 1.50765 0.00625  0.481
C5 1.50591 1.89631 -0.33938  0.509
C6 1.66574 3.01905 -1.15831  -0.647
C7 -2.21422 1.35990 -0.55786  -1.931
C8 -1.96212 -0.05052 -0.06317  -1.030
N1 -1.87323 -1.33655 -0.74319  0.488
Sr1 -1.07111 -1.48130 1.66965  1.597
C9 2.65417 1.08416 0.10874  -1.196
P1 1.97782 -0.48464 0.90171  0.520
H1 -1.61433 3.81743 -1.74129  0.356
H2 2.65598 3.33876 -1.43154  0.447
H3 0.69282 4.58033 -2.28972  0.368
H4 3.23924 1.58441 0.88406  0.441
H5 3.35067 0.85213 -0.70053  0.455
H6 -2.81484 1.82259 0.24368  0.444
H7 -2.84121 1.38755 -1.45488  0.364
H8 -0.72135 -0.02045 0.00603  0.342
C10 3.40597 -1.17845 1.85622  -1.201
C11 1.95188 -1.57721 -0.59051  -0.915
H9 -2.59867 -0.15650 0.87196  0.267
C12 -1.82878 -1.16616 -2.23252  -1.113
C13 -2.88241 -2.34043 -0.36651  -1.072
H10 -0.39451 -2.71903 3.83803  0.083
H11 -2.58799 -1.80958 -2.70740  0.350
H12 -2.06487 -0.21381 -2.67933  0.333
H13 -0.88988 -1.43056 -2.69904  0.309
H14 -3.31218 -2.70718 -1.28258  0.325
H15 -2.40912 -3.17111 0.12712  0.470
H16 -3.68222 -1.97844 0.26525  0.360
H17 2.94469 -1.68844 -1.06430  0.414
H18 1.60043 -2.57547 -0.29205  0.303
H19 1.25724 -1.18087 -1.34480  0.167
H20 4.36472 -1.26955 1.30338  0.375
H21 3.56153 -0.53993 2.73786  0.358
H22 3.11593 -2.18262 2.21229  0.308
H23 -0.66922 -3.30136 3.18742  -0.055
N2 -0.32540 0.97513 5.06921  -0.554
C14 -0.35799 0.30507 4.11933  -0.203